No. 1
DFT (the ωB97M-V functional and the def2-TZVPD basis) results for C2H4ClP as an isolated structure in a non-equilibrium geometry.

Last column: Löwdin charge in e.
Geometry (Å):
1 C -0.5076 0.5565 0.1749  -0.50
2 C 0.9930 -0.7110 0.5107  -0.69
3 P -1.0508 0.4281 -1.3647  0.69
4 Cl 1.6689 -1.3233 -0.8705  0.58
5 H -1.0800 1.0180 0.9128  -0.04
6 H 0.4176 -1.4742 0.9221  -0.01
7 H 1.6366 -0.0739 1.2453  0.09
8 H -2.0777 1.5798 -1.5306  -0.11

Computed properties:
Frontier orbital gap in eV: 9.71
E_tot in hartree: -880.0138
Maximum force in eV Å⁻¹: 6.2
LUMO energy in eV: 0.3

---

No. 2
DFT (the ωB97M-V functional and the def2-TZVPD basis) results for one molecule with the formula CH3Cl2OP in a non-equilibrium geometry.

Last column: Löwdin charge in e.
Geometry (Å):
1 C -0.6052 0.8299 -0.1358  -0.19
2 P 0.5238 -0.6097 0.2225  -0.08
3 O 1.3781 -0.3320 1.4883  -0.45
4 Cl 1.5856 -0.9517 -1.4183  0.34
5 Cl -0.5912 -2.3007 0.2192  0.30
6 H -0.3226 1.6531 0.6061  0.09
7 H -0.3970 1.1635 -1.0578  -0.02
8 H -1.5715 0.5476 0.0757  0.01

Computed properties:
Frontier orbital gap in eV: 11.32
SMILES: CP(=O)(Cl)Cl
E_tot in hartree: -1376.9487
Maximum force in eV Å⁻¹: 5.0
LUMO energy in eV: 0.5

---

No. 3
DFT (the ωB97M-V functional and the def2-TZVPD basis) results for a 2-piece molecular cluster, C6H15N overall in a non-equilibrium geometry.

Last column: Löwdin charge in e.
Geometry (Å):
1 C -0.8917 -1.6973 0.7308  -0.06
2 C -1.2698 -0.2688 0.4023  -0.57
3 C -0.8494 0.1807 -0.9754  -0.18
4 C 0.6141 0.0821 -1.4631  -0.22
5 C 1.6655 0.9880 -0.8286  -0.26
6 C 2.0323 0.6273 0.6150  -0.10
7 N -2.6750 -0.1277 0.3615  0.05
8 H 0.1734 -1.9464 0.7423  0.08
9 H -1.3751 -2.3284 -0.0166  0.09
10 H -1.3650 -1.9873 1.6729  0.08
11 H -0.9084 0.3979 1.3541  0.03
12 H -1.2431 1.1949 -1.0885  0.11
13 H -1.3990 -0.4609 -1.6761  0.13
14 H 0.5235 0.4917 -2.4785  0.11
15 H 0.9737 -0.9422 -1.5920  0.11
16 H 1.1329 1.9487 -0.7521  0.11
17 H 2.5386 1.1894 -1.4508  0.10
18 H 1.1449 0.3360 1.1597  0.02
19 H 2.7261 -0.2031 0.7221  0.07
20 H 2.4378 1.5167 1.1137  0.07
21 H -2.9452 0.4107 1.1907  0.02
22 H -1.0412 0.5979 2.2566  0.20

Computed properties:
Frontier orbital gap in eV: 6.26
E_tot in hartree: -292.1330
Maximum force in eV Å⁻¹: 6.8
LUMO energy in eV: -1.6

---

No. 4
DFT (the ωB97M-V functional and the def2-TZVPD basis) results for a 11-piece molecular cluster, C15H49N21O15S overall in a non-equilibrium geometry.

Last column: Löwdin charge in e.
Geometry (Å):
1 N 0.7536 -0.8389 2.5308  0.13
2 C 0.5204 0.5230 2.2216  -0.48
3 O 0.6897 1.3422 3.0958  0.06
4 C 0.1236 1.0104 0.8314  -0.10
5 C -0.7944 0.1432 -0.0445  -0.12
6 C -2.2936 0.2512 0.2021  -0.26
7 C -2.8421 -0.5271 1.4210  -0.09
8 O -3.4403 0.4169 2.3284  -0.17
9 S -3.2032 1.9098 1.8753  0.57
10 O -2.1848 2.5245 2.6521  -0.22
11 O -4.4371 2.6251 1.7931  -0.24
12 O -2.7616 1.6020 0.3871  -0.15
13 H 1.3084 -1.3390 1.8436  0.09
14 H -0.0726 -1.3618 2.7815  0.07
15 H -0.2956 1.9997 0.9729  0.09
16 H 1.0450 1.1495 0.2607  0.13
17 H -0.6634 0.4866 -1.0703  0.08
18 H -0.5277 -0.9162 -0.0167  0.09
19 H -2.8040 -0.1592 -0.6695  0.15
20 H -2.0123 -1.0619 1.8813  0.11
21 H -3.6070 -1.2669 1.2002  0.13
22 N 3.6622 1.9911 2.5623  0.18
23 C 4.7038 1.1707 2.8616  -0.67
24 N 5.9474 1.6172 2.5015  0.15
25 O 4.5327 0.0962 3.4165  0.01
26 H 3.7593 2.8718 2.0944  0.10
27 H 2.7477 1.6822 2.8529  0.07
28 H 6.7269 1.0239 2.7129  0.10
29 H 6.1074 2.4942 2.0450  0.09
30 N -1.2391 4.8471 -1.2436  0.17
31 C -0.2159 4.0472 -1.6705  -0.66
32 N 0.6294 4.6298 -2.5638  0.16
33 O -0.0823 2.9006 -1.2697  0.03
34 H -1.3506 5.7956 -1.5492  0.08
35 H -1.8853 4.4577 -0.5823  0.10
36 H 1.3964 4.0781 -2.8980  0.10
37 H 0.5182 5.5774 -2.8833  0.05
38 N 1.5136 -1.7233 5.6110  0.17
39 C 2.5384 -2.5294 5.9847  -0.67
40 N 3.7815 -2.0865 5.6628  0.17
41 O 2.3506 -3.5985 6.5698  -0.03
42 H 1.6396 -0.8649 5.1031  0.08
43 H 0.5846 -2.0391 5.8176  0.11
44 H 4.5585 -2.6669 5.9129  0.10
45 H 3.9480 -1.2189 5.1810  0.06
46 N -5.2238 2.9877 5.8832  0.15
47 C -4.6261 4.2194 5.8083  -0.69
48 N -4.0146 4.4863 4.6211  0.17
49 O -4.6474 5.0079 6.7387  0.01
50 H -5.2190 2.3264 5.1300  0.09
51 H -5.6827 2.7527 6.7423  0.10
52 H -3.5645 5.3764 4.5270  0.10
53 H -3.9935 3.8405 3.8524  0.05
54 N 1.1088 -6.7183 2.6982  0.13
55 C 1.0468 -5.7390 3.6748  -0.66
56 N 2.0803 -5.7369 4.5543  0.17
57 O 0.1178 -4.9526 3.7168  0.02
58 H 1.8488 -7.3911 2.6339  0.09
59 H 0.3526 -6.7517 2.0407  0.06
60 H 2.0867 -5.0360 5.2897  0.06
61 H 2.8348 -6.3938 4.5058  0.09
62 N -2.0438 -1.3409 -4.5122  0.17
63 C -1.4926 -0.1262 -4.2241  -0.69
64 N -2.0736 0.9528 -4.8344  0.15
65 O -0.5285 0.0113 -3.4797  0.01
66 H -2.8223 -1.4609 -5.1319  0.10
67 H -1.6324 -2.1546 -4.0749  0.05
68 H -1.6827 1.8551 -4.6347  0.10
69 H -2.8573 0.8826 -5.4547  0.09
70 N 1.1311 -1.6493 -6.1858  0.18
71 C 0.9126 -2.4923 -7.2444  -0.70
72 N 2.0568 -3.0330 -7.7684  0.15
73 O -0.1947 -2.7647 -7.6797  0.02
74 H 2.0531 -1.4406 -5.8533  0.10
75 H 0.3622 -1.2260 -5.6974  0.07
76 H 1.9555 -3.6599 -8.5445  0.10
77 H 2.9740 -2.8298 -7.4201  0.09
78 N -0.3182 -4.8838 -5.3522  0.18
79 C -0.8780 -4.9628 -4.1218  -0.67
80 N -1.0871 -6.2165 -3.6123  0.16
81 O -1.1928 -3.9492 -3.5216  0.01
82 H -0.0700 -5.6657 -5.9273  0.10
83 H -0.1578 -3.9542 -5.6911  0.06
84 H -1.5219 -6.2757 -2.7101  0.10
85 H -0.8465 -7.0589 -4.0987  0.09
86 N -0.4400 9.5721 -2.3540  0.16
87 C 0.5927 8.7953 -2.7890  -0.67
88 N 1.4387 9.3850 -3.6813  0.15
89 O 0.7539 7.6465 -2.4018  0.01
90 H -0.5875 10.5164 -2.6550  0.10
91 H -1.0729 9.1679 -1.6895  0.10
92 H 2.2102 8.8374 -4.0136  0.11
93 H 1.3296 10.3253 -4.0097  0.10
94 N 0.7046 -3.8380 -0.9510  0.17
95 C 0.0825 -3.8315 0.2560  -0.64
96 N -0.1054 -5.0585 0.8356  0.14
97 O -0.2899 -2.8030 0.7834  0.01
98 H 1.0040 -4.6703 -1.4206  0.09
99 H 0.8285 -2.9520 -1.4046  0.11
100 H -0.5752 -5.0773 1.7253  0.07
101 H 0.2021 -5.9163 0.4204  0.08

Computed properties:
Frontier orbital gap in eV: 8.96
SMILES: NC(=O)CC[C@H]1COS(=O)(=O)O1.NC(N)=O.NC(N)=O.NC(N)=O.NC(N)=O.NC(N)=O.NC(N)=O.NC(N)=O.NC(N)=O.NC(N)=O.NC(N)=O
E_tot in hartree: -3278.0520
Maximum force in eV Å⁻¹: 1.1
LUMO energy in eV: 0.2

---

No. 5
DFT (the ωB97M-V functional and the def2-TZVPD basis) results for one molecule with the formula C15H9ClF3N3O2 in a non-equilibrium geometry.

Last column: Löwdin charge in e.
Geometry (Å):
1 C 2.8806 0.9270 -5.1872  0.00
2 C 2.4770 1.1056 -3.6935  -0.27
3 N 3.2310 1.7462 -2.7349  0.16
4 C 2.6273 1.6975 -1.5151  -0.19
5 C 1.4608 1.1380 -1.6910  -0.13
6 N 1.2939 0.8241 -3.0945  0.19
7 C 0.6500 0.7088 -0.6031  -0.28
8 O -0.4317 0.2039 -0.8946  0.11
9 C 1.0717 0.9237 0.7919  -0.15
10 N 0.2593 0.7064 1.9589  0.07
11 C -0.7823 -0.2557 2.1219  -0.24
12 C -1.9483 0.1916 2.7368  0.00
13 C -3.0407 -0.6469 2.9981  0.00
14 C -3.0771 -1.9328 2.4235  -0.08
15 C -4.3795 -2.7156 2.2506  -0.52
16 F -4.9655 -2.9606 3.3997  0.17
17 F -5.2830 -2.1943 1.3349  0.10
18 F -4.1298 -3.9891 1.7056  0.06
19 C -1.9097 -2.2802 1.6167  -0.01
20 C -0.7980 -1.5071 1.5076  -0.04
21 C 2.2654 1.6372 0.9469  -0.42
22 Cl 2.8045 1.9109 2.6302  0.70
23 C 3.1624 2.0835 -0.1988  -0.31
24 O 3.8775 3.0568 -0.0512  0.11
25 H 2.5481 1.7459 -5.8350  0.08
26 H 2.6352 -0.0804 -5.5191  0.07
27 H 3.9829 0.8613 -5.2510  0.08
28 H 0.5014 0.4485 -3.5589  0.15
29 H 0.7999 0.8490 2.8623  0.10
30 H -1.8962 1.1364 3.1436  0.09
31 H -3.9402 -0.3171 3.5424  0.13
32 H -1.9922 -3.2357 1.0052  0.14
33 H 0.0453 -1.7868 0.8513  0.13

Computed properties:
Frontier orbital gap in eV: 7.35
SMILES: Cc1nc2c([nH]1)C(=O)C(Nc1ccc(C(F)(F)F)cc1)=C(Cl)C2=O
E_tot in hartree: -1651.5017
Maximum force in eV Å⁻¹: 3.6
LUMO energy in eV: -1.6

---

No. 6
DFT (the ωB97M-V functional and the def2-TZVPD basis) results for C8H10ClN2OTl as an isolated structure.

Last column: Löwdin charge in e.
Geometry (Å):
1 Tl 1.9293 1.7495 -0.5812  0.89
2 Cl -0.6671 -2.2911 0.4017  0.65
3 C -0.5135 -0.7167 1.1487  -0.61
4 C -1.6687 -0.1558 1.6433  -0.13
5 C -1.6301 1.0588 2.3215  -0.11
6 C -0.4082 1.6774 2.4996  -0.11
7 C 0.7523 1.1224 1.9794  -0.19
8 C 0.7653 -0.1147 1.2682  -0.46
9 C 1.9785 -0.5862 0.6534  -0.24
10 H -2.6065 -0.6799 1.5168  0.10
11 H -2.5372 1.4931 2.7170  0.10
12 H -0.3446 2.5979 3.0664  0.10
13 H 1.7084 1.5650 2.2431  0.08
14 H 1.9890 -1.6330 0.3690  0.01
15 H 2.8715 -0.3270 1.2202  0.02
16 N -1.2615 -0.4456 -3.2738  0.18
17 C -0.1039 -0.1391 -2.6393  -0.67
18 N 0.8833 -1.0674 -2.6775  0.17
19 O 0.0597 0.9771 -2.1314  -0.17
20 H -1.4485 -1.3646 -3.6276  0.10
21 H -1.9978 0.2353 -3.2681  0.11
22 H 0.6412 -2.0234 -2.8675  0.10
23 H 1.6089 -0.9319 -1.9817  0.06

Computed properties:
Frontier orbital gap in eV: 7.01
E_tot in hartree: -1128.2861
Maximum force in eV Å⁻¹: 0.4
LUMO energy in eV: 0.3

---

Repeat the third record exactly.
DFT (the ωB97M-V functional and the def2-TZVPD basis) results for a 2-piece molecular cluster, C6H15N overall in a non-equilibrium geometry.

Last column: Löwdin charge in e.
Geometry (Å):
1 C -0.8917 -1.6973 0.7308  -0.06
2 C -1.2698 -0.2688 0.4023  -0.57
3 C -0.8494 0.1807 -0.9754  -0.18
4 C 0.6141 0.0821 -1.4631  -0.22
5 C 1.6655 0.9880 -0.8286  -0.26
6 C 2.0323 0.6273 0.6150  -0.10
7 N -2.6750 -0.1277 0.3615  0.05
8 H 0.1734 -1.9464 0.7423  0.08
9 H -1.3751 -2.3284 -0.0166  0.09
10 H -1.3650 -1.9873 1.6729  0.08
11 H -0.9084 0.3979 1.3541  0.03
12 H -1.2431 1.1949 -1.0885  0.11
13 H -1.3990 -0.4609 -1.6761  0.13
14 H 0.5235 0.4917 -2.4785  0.11
15 H 0.9737 -0.9422 -1.5920  0.11
16 H 1.1329 1.9487 -0.7521  0.11
17 H 2.5386 1.1894 -1.4508  0.10
18 H 1.1449 0.3360 1.1597  0.02
19 H 2.7261 -0.2031 0.7221  0.07
20 H 2.4378 1.5167 1.1137  0.07
21 H -2.9452 0.4107 1.1907  0.02
22 H -1.0412 0.5979 2.2566  0.20

Computed properties:
Frontier orbital gap in eV: 6.26
E_tot in hartree: -292.1330
Maximum force in eV Å⁻¹: 6.8
LUMO energy in eV: -1.6